Formula: C28H31BeBrCl6I2KLiNO14S
Source: the Open Molecules 2025 dataset
Level of theory: ωB97M-V with the def2-TZVPD basis set

Cartesian coordinates (Å):
C 3.57 2.24 0.33
C 3.91 1.39 1.59
I 5.48 2.39 2.67
C 2.57 1.07 2.32
I 1.95 -0.83 1.41
C 2.55 1.08 3.85
C 2.56 2.52 4.47
C 3.57 2.52 5.64
N 3.77 3.88 6.22
O 1.51 0.34 4.52
C 0.23 0.59 4.11
O -0.20 1.64 3.79
C -0.69 -0.64 4.04
O -0.28 -1.68 4.91
O 0.54 -2.55 4.17
H 3.58 3.30 0.56
H 4.24 2.00 -0.50
H 2.56 2.00 0.00
H 4.34 0.47 1.20
H 1.83 1.79 1.97
H 3.49 0.62 4.19
H 1.60 2.77 4.93
H 2.85 3.27 3.74
H 3.18 1.81 6.42
H 4.55 2.14 5.35
H 2.97 4.11 6.81
H 3.69 4.51 5.42
H -1.72 -0.35 4.28
H -0.72 -1.03 3.02
H 1.42 -2.42 4.53
Be 0.75 -0.92 -1.34
C -0.38 -1.92 -6.11
C -0.76 -1.23 -4.82
O -0.17 -1.45 -3.78
C -1.87 -0.24 -4.84
H 0.45 -2.60 -5.93
H -1.24 -2.49 -6.48
H -0.08 -1.18 -6.85
H -2.81 -0.71 -5.15
H -1.63 0.59 -5.50
H -2.01 0.15 -3.83
O -2.87 4.01 -4.74
S -2.57 3.28 -3.49
O -3.33 2.01 -3.49
O -2.97 4.08 -2.32
O -1.12 2.99 -3.43
C 1.01 5.73 -2.06
Cl 2.07 7.00 -1.35
Cl 0.60 6.11 -3.72
Cl 1.86 4.17 -2.01
Cl -0.47 5.62 -1.10
K 3.50 1.50 8.15
Br 2.59 8.76 -3.10
C 8.38 3.58 7.52
Cl 8.05 3.16 5.83
Cl 7.23 2.79 8.61
H 9.38 3.26 7.77
H 8.28 4.65 7.63
C -1.73 -3.41 -0.01
C -1.80 -2.78 -1.26
C -2.66 -3.25 -2.23
C -3.45 -4.37 -1.99
C -3.36 -5.03 -0.74
C -2.50 -4.52 0.25
C -4.13 -6.23 -0.47
O -4.05 -6.83 0.65
C -5.00 -6.76 -1.52
C -5.72 -7.95 -1.31
C -6.55 -8.45 -2.30
C -6.69 -7.77 -3.51
C -5.98 -6.59 -3.73
C -5.13 -6.08 -2.76
C -4.36 -4.86 -3.03
O -4.48 -4.27 -4.10
H -1.07 -3.02 0.75
H -1.19 -1.90 -1.46
H -2.71 -2.75 -3.19
H -2.44 -5.01 1.21
H -5.63 -8.49 -0.37
H -7.10 -9.37 -2.13
H -7.34 -8.15 -4.28
H -6.09 -6.07 -4.67
C 1.47 10.67 -5.84
O 1.33 11.56 -6.69
O 2.45 10.71 -4.98
O 0.74 9.65 -5.71
Li -3.61 -8.29 -0.60

Charge = -1
HOMO level = -0.110 hartree
Kohn-Sham gap = 0.0504 Eh
E_tot = -248823.8358 eV